Formula: C23H29FN6O4
Source: OMol25
Level of theory: wB97M-V/def2-TZVPD

Structure (XYZ):
```
63
C23H29FN6O4 | OMol25 | wB97M-V/def2-TZVPD
C -1.36331 3.87219 1.90338
H -0.32450 3.62390 2.10819
H -1.43183 4.27220 0.89569
H -1.67232 4.65023 2.59767
C -2.24537 2.63785 2.07180
C -2.21383 2.17076 3.52620
H -2.53780 2.96780 4.19103
H -2.86929 1.31518 3.67202
H -1.20349 1.87899 3.80596
C -1.79520 1.49006 1.16405
H -2.40656 0.60890 1.37917
H -0.75842 1.24284 1.39499
C -1.90303 1.79628 -0.32972
N -1.60603 0.61760 -1.11274
C -0.48934 0.48722 -1.83022
O 0.35438 1.34976 -1.98109
C -0.26269 -0.91562 -2.44924
C -1.47421 -1.59268 -3.00901
C -1.63463 -2.87368 -3.45390
C -2.96229 -2.96091 -3.93660
C -3.50219 -1.72673 -3.76008
O -2.60797 -0.89311 -3.20244
H -4.47176 -1.32734 -3.98001
H -3.43868 -3.82318 -4.35488
H -0.90952 -3.66100 -3.42867
N 0.40388 -1.72408 -1.41901
C -0.34658 -2.18870 -0.40648
O -1.56027 -2.08125 -0.37777
C 0.37134 -2.81827 0.79720
N 0.76282 -1.72953 1.64373
N 1.24913 -0.60499 1.16264
C 1.38919 0.14148 2.25449
N 0.99560 -0.54723 3.34812
N 0.60613 -1.69974 2.94376
C 1.85592 1.51122 2.25670
C 2.01310 2.19565 1.05122
C 2.43496 3.51064 1.05700
C 2.69285 4.12413 2.27127
C 2.53522 3.46540 3.47936
C 2.11266 2.15091 3.46802
H 1.97344 1.60558 4.38834
H 2.73998 3.98297 4.40297
F 3.10561 5.40759 2.27999
H 2.55699 4.06109 0.13816
H 1.78382 1.70236 0.11914
H -0.34732 -3.42253 1.35495
H 1.23052 -3.43121 0.51810
C 1.85129 -1.74537 -1.51333
H 2.17516 -0.73764 -1.78852
H 2.29549 -1.96575 -0.54580
C 2.33992 -2.75084 -2.55899
C 2.07737 -4.20305 -2.14925
H 2.63425 -4.44672 -1.24047
H 1.00345 -4.34537 -1.95147
O 2.52973 -5.12420 -3.10780
H 2.09098 -4.95087 -3.94843
H 3.41232 -2.61419 -2.70482
H 1.84456 -2.55892 -3.51469
H 0.46460 -0.77294 -3.25667
H -2.17213 -0.20486 -0.94594
H -2.91529 2.13505 -0.57268
H -1.18471 2.56235 -0.62508
H -3.27611 2.90434 1.81048
```

- Gap between HOMO and LUMO: 0.3390 Ha
- Relative energy (zero: lowest compared OMol25 entry of this formula, charge and spin): 0.230 eV
- Net charge: 0
- Maximum force: 0.0239 hartree/bohr
- SMILES: CC(C)CCNC(=O)[C@H](c1ccco1)N(CCCO)C(=O)Cn1nnc(-c2ccc(F)cc2)n1
- Energy: -44169.276 eV